# 1
{
  "formula": "C38H102N8O11",
  "method": "ωB97M-V/def2-TZVPD",
  "total_energy_ev": -75490.270,
  "homo_lumo_gap_ev": 8.57,
  "e_lumo_ha": 0.0056,
  "total_charge": 0,
  "relative_energy_kcal_mol": 171.8,
  "smiles": "COC[C@H](C)N.COC[C@H](C)N.COC[C@H](C)N.COC[C@H](C)N.COC[C@H](C)N.COC[C@H](C)N.COCCNCCOC.COCCNCCOC.CCO",
  "elements": ["C", "O", "C", "C", "C", "N", "H", "H", "H", "H", "H", "H", "H", "H", "H", "H", "H", "C", "O", "C", "C", "C", "N", "H", "H", "H", "H", "H", "H", "H", "H", "H", "H", "H", "C", "O", "C", "C", "C", "N", "H", "H", "H", "H", "H", "H", "H", "H", "H", "H", "H", "C", "O", "C", "C", "C", "N", "H", "H", "H", "H", "H", "H", "H", "H", "H", "H", "H", "C", "O", "C", "C", "C", "N", "H", "H", "H", "H", "H", "H", "H", "H", "H", "H", "H", "C", "O", "C", "C", "C", "N", "H", "H", "H", "H", "H", "H", "H", "H", "H", "H", "H", "C", "O", "C", "C", "N", "C", "C", "O", "C", "H", "H", "H", "H", "H", "H", "H", "H", "H", "H", "H", "H", "H", "H", "H", "C", "O", "C", "C", "N", "C", "C", "O", "C", "H", "H", "H", "H", "H", "H", "H", "H", "H", "H", "H", "H", "H", "H", "H", "C", "C", "O", "H", "H", "H", "H", "H", "H"],
  "positions_angstrom": [[4.955, -0.912, -0.263], [5.311, 0.233, -0.986], [5.384, 0.106, -2.409], [6.605, -0.527, -3.163], [6.703, -0.059, -4.657], [6.553, -2.002, -3.261], [5.612, -1.743, -0.523], [3.924, -1.244, -0.388], [5.180, -0.771, 0.794], [4.518, -0.363, -2.876], [5.310, 1.119, -2.805], [7.403, -0.164, -2.516], [6.141, 0.845, -4.891], [6.281, -0.823, -5.311], [7.706, -0.056, -5.084], [6.763, -2.527, -2.423], [7.212, -2.238, -3.988], [-7.494, 1.773, 0.992], [-6.687, 1.442, 2.153], [-5.648, 0.438, 1.984], [-5.127, -0.033, 3.378], [-4.874, 1.219, 4.352], [-3.878, -0.791, 3.381], [-8.420, 2.180, 1.397], [-7.636, 0.995, 0.242], [-6.971, 2.604, 0.518], [-5.943, -0.492, 1.499], [-4.746, 0.785, 1.480], [-5.909, -0.563, 3.922], [-4.335, 0.957, 5.262], [-5.732, 1.819, 4.657], [-4.211, 1.936, 3.869], [-3.151, -0.175, 3.046], [-3.635, -0.965, 4.346], [4.404, -6.370, -0.588], [3.471, -5.468, -1.285], [2.432, -6.089, -2.056], [2.808, -7.058, -3.193], [3.683, -6.422, -4.232], [1.651, -7.649, -3.919], [5.153, -6.846, -1.223], [3.863, -7.214, -0.161], [4.778, -5.806, 0.266], [1.915, -6.724, -1.337], [1.819, -5.242, -2.365], [3.307, -7.907, -2.725], [3.860, -7.097, -5.070], [4.593, -6.094, -3.731], [3.319, -5.435, -4.518], [0.838, -7.886, -3.368], [2.038, -8.489, -4.324], [-3.166, 5.040, -2.256], [-2.943, 6.399, -2.467], [-2.440, 7.119, -1.356], [-2.075, 8.579, -1.630], [-3.277, 9.525, -2.063], [-1.151, 8.673, -2.717], [-3.753, 4.602, -3.064], [-3.726, 4.692, -1.388], [-2.219, 4.504, -2.211], [-3.041, 7.141, -0.447], [-1.531, 6.627, -1.009], [-1.736, 9.063, -0.714], [-3.658, 9.156, -3.016], [-3.055, 10.555, -2.344], [-4.140, 9.396, -1.410], [-0.536, 7.872, -2.699], [-1.692, 8.387, -3.521], [1.123, 3.150, -9.923], [0.754, 2.630, -8.675], [1.163, 1.269, -8.392], [0.465, 0.824, -7.080], [0.927, 1.725, -5.944], [0.836, -0.559, -6.703], [1.246, 4.228, -9.819], [0.480, 2.801, -10.730], [2.122, 2.797, -10.182], [0.851, 0.638, -9.224], [2.249, 1.292, -8.483], [-0.609, 0.962, -7.202], [0.628, 2.747, -6.178], [2.014, 1.711, -5.864], [0.426, 1.359, -5.048], [1.768, -0.812, -6.409], [0.688, -1.134, -7.520], [2.846, 9.769, 0.723], [2.916, 8.437, 1.083], [3.641, 7.565, 0.217], [3.313, 6.131, 0.455], [4.198, 5.283, 1.444], [3.077, 5.358, -0.733], [2.177, 9.937, -0.121], [3.842, 10.165, 0.526], [2.618, 10.398, 1.584], [3.504, 7.733, -0.851], [4.690, 7.745, 0.450], [2.318, 6.102, 0.900], [5.256, 5.476, 1.265], [4.159, 4.197, 1.530], [4.101, 5.749, 2.425], [3.874, 5.689, -1.257], [3.280, 4.400, -0.487], [-2.890, -5.891, 0.764], [-3.887, -6.790, 1.116], [-4.371, -6.709, 2.424], [-5.443, -5.566, 2.497], [-6.836, -6.116, 2.237], [-7.892, -5.226, 2.661], [-9.209, -5.736, 2.134], [-9.433, -5.456, 0.702], [-10.733, -5.725, 0.240], [-2.536, -6.313, -0.177], [-2.038, -6.017, 1.431], [-3.049, -4.815, 0.685], [-3.533, -6.714, 3.121], [-4.836, -7.599, 2.848], [-5.136, -4.800, 1.785], [-5.466, -5.114, 3.489], [-6.983, -6.414, 1.283], [-7.730, -4.256, 2.192], [-7.749, -5.136, 3.738], [-9.892, -5.231, 2.817], [-9.295, -6.769, 2.470], [-10.772, -5.525, -0.831], [-11.511, -5.189, 0.783], [-11.042, -6.729, 0.530], [0.881, -3.090, 5.375], [0.904, -3.293, 6.780], [2.076, -2.912, 7.521], [2.038, -1.415, 7.949], [3.364, -0.911, 8.112], [4.146, -0.869, 6.801], [3.797, 0.254, 5.793], [3.537, 1.551, 6.424], [4.769, 2.157, 6.695], [-0.184, -3.246, 5.199], [1.479, -3.880, 4.922], [1.083, -2.126, 4.907], [2.949, -3.321, 7.014], [1.905, -3.560, 8.381], [1.422, -1.251, 8.833], [1.613, -0.773, 7.178], [3.431, -0.022, 8.586], [4.202, -1.896, 6.440], [5.166, -0.663, 7.125], [2.865, -0.031, 5.303], [4.452, 0.438, 4.942], [5.469, 1.474, 7.176], [4.625, 3.004, 7.367], [5.212, 2.446, 5.742], [-0.467, -0.918, -0.506], [-0.107, 0.577, -0.124], [-0.713, 1.021, 0.973], [-0.181, -1.539, 0.343], [-0.143, -1.491, -1.375], [-1.546, -1.066, -0.491], [-0.228, 1.328, -0.904], [0.958, 0.636, 0.100], [-0.409, 1.921, 1.118]]
}

# 2
{
  "formula": "C8H12B2F8LiO6",
  "method": "ωB97M-V/def2-TZVPD",
  "total_energy_ev": -44091.574,
  "homo_lumo_gap_ev": 10.09,
  "e_lumo_ha": 0.0857,
  "total_charge": -1,
  "relative_energy_kcal_mol": 21.4,
  "elements": ["Li", "B", "F", "F", "F", "F", "B", "F", "F", "F", "F", "C", "C", "C", "O", "C", "O", "O", "H", "H", "H", "H", "H", "H", "C", "C", "C", "O", "C", "O", "O", "H", "H", "H", "H", "H", "H"],
  "positions_angstrom": [[-0.870, 0.085, -0.404], [-1.461, -0.071, -2.783], [-2.774, 0.340, -3.072], [-1.521, -1.183, -1.975], [-0.650, -0.231, -3.908], [-0.896, 0.981, -2.040], [-3.591, -1.038, 0.950], [-4.598, -0.072, 0.974], [-3.822, -1.984, -0.032], [-2.337, -0.414, 0.674], [-3.547, -1.608, 2.247], [1.598, 6.090, 0.992], [0.746, 5.210, 0.103], [1.543, 4.389, -0.938], [1.274, 3.036, -0.654], [0.267, 2.963, 0.263], [-0.215, 2.007, 0.760], [0.018, 4.206, 0.760], [2.313, 6.654, 0.388], [2.227, 5.525, 1.685], [1.034, 6.797, 1.599], [-0.011, 5.811, -0.409], [2.611, 4.543, -0.775], [1.227, 4.696, -1.934], [1.965, -5.539, 0.210], [0.665, -4.754, 0.178], [0.091, -4.341, 1.527], [0.035, -2.923, 1.510], [0.484, -2.461, 0.351], [0.499, -1.317, 0.026], [0.902, -3.467, -0.431], [2.808, -4.952, 0.579], [2.279, -5.896, -0.771], [1.862, -6.432, 0.831], [-0.014, -5.270, -0.499], [0.771, -4.651, 2.322], [-0.910, -4.728, 1.701]]
}